DFT (the ωB97M-V functional and the def2-TZVPD basis) results for a molecular structure, C33H33BrN5O4Re.

For the energy above the lowest of the compared OMol25 structures with the same formula, charge and spin, the calculation gives 0.000 eV. The calculation puts the LUMO energy (alpha / beta) at -0.359 / -0.390 Ha. The value obtained for the total energy is -122548.0335 eV. The gap between HOMO and LUMO (alpha / beta) is 0.2402 / 0.2097 Ha.

The geometry in ORCA input format:
```
! wB97M-V def2-TZVPD RIJCOSX def2/J DEFGRID3
* xyz 3 4
Re -0.388 -0.281 -0.583
C -3.125 -2.189 2.342
O -3.886 -1.588 1.221
C -3.008 -1.092 0.416
N -1.753 -1.347 0.637
C -1.692 -2.296 1.790
C -0.587 -1.948 2.751
C 0.185 -2.961 3.311
C 1.219 -2.641 4.182
C 1.489 -1.313 4.484
C 0.707 -0.301 3.939
C -0.338 -0.617 3.082
C -3.385 -0.243 -0.732
C -4.650 0.157 -1.125
C -4.747 1.026 -2.208
C -3.598 1.491 -2.850
C -2.377 1.039 -2.391
N -2.293 0.171 -1.375
C -1.025 1.432 -2.840
N 0.008 0.931 -2.234
C 1.236 1.562 -2.801
C 0.644 2.387 -3.968
O -0.821 2.278 -3.792
C 2.247 0.512 -3.194
C 3.536 0.556 -2.673
C 4.461 -0.427 -3.016
C 4.100 -1.451 -3.879
C 2.814 -1.492 -4.415
C 1.892 -0.513 -4.074
H -3.591 -3.140 2.574
H -3.208 -1.493 3.175
H -1.520 -3.293 1.378
H -0.015 -3.999 3.071
H 1.811 -3.430 4.626
H 2.296 -1.069 5.162
H 0.895 0.733 4.201
H -0.986 0.168 2.707
H -5.527 -0.190 -0.593
H -5.720 1.361 -2.543
H -3.653 2.192 -3.672
H 1.649 2.211 -2.027
H 0.867 1.973 -4.948
H 0.886 3.444 -3.933
H 3.830 1.369 -2.017
H 5.468 -0.377 -2.625
H 4.825 -2.204 -4.158
H 2.547 -2.268 -5.120
H 0.908 -0.524 -4.537
N 1.660 -0.498 -0.032
C 2.162 -1.812 0.478
C 2.076 -2.870 -0.607
C 0.660 -3.229 -1.021
N -0.020 -2.095 -1.745
H 2.243 -0.248 -0.840
H 1.827 0.267 0.639
H 1.575 -2.079 1.359
H 3.196 -1.675 0.794
H 2.554 -3.779 -0.239
H 2.657 -2.560 -1.485
H 0.054 -3.471 -0.147
H 0.661 -4.098 -1.679
H -0.885 -2.457 -2.146
H 0.569 -1.858 -2.550
Br -3.158 2.030 1.822
C -1.752 3.111 2.530
C -2.167 4.016 3.490
C -1.246 4.863 4.090
C 0.094 4.804 3.736
C 0.504 3.894 2.782
C -0.403 3.028 2.155
C 0.201 2.109 1.172
O 1.395 2.046 0.945
O -0.643 1.324 0.474
H -3.210 4.063 3.770
H -1.586 5.568 4.836
H 0.814 5.464 4.199
H 1.544 3.835 2.495
*
```

Atomic partial charges in e from the Löwdin method, atoms 1 to 4: Re 1.77; C 0.04; O 0.10; C -0.35